1.
{
  "formula": "C22H32F2NO20P",
  "method": "ωB97M-V with the def2-TZVPD basis set",
  "symbols": ["C", "O", "C", "P", "C", "O", "C", "C", "O", "N", "C", "O", "F", "C", "O", "F", "H", "H", "H", "H", "H", "H", "H", "H", "H", "H", "H", "H", "O", "C", "O", "C", "C", "O", "H", "H", "H", "H", "O", "C", "O", "C", "C", "O", "H", "H", "H", "H", "O", "C", "O", "C", "C", "O", "H", "H", "H", "H", "O", "C", "O", "C", "C", "O", "H", "H", "H", "H", "O", "C", "O", "C", "C", "O", "H", "H", "H", "H"],
  "coordinates": [[1.73930, 0.70524, 2.25193], [0.44056, 1.27573, 2.09287], [0.38964, 2.23763, 1.07434], [-0.95859, 1.80681, -0.12970], [0.18449, 0.82508, -1.31555], [-0.43410, -0.41655, -1.70895], [-0.21087, -1.43729, -0.84519], [-1.44325, -2.23055, -0.50972], [0.87191, -1.71571, -0.39890], [-2.24698, 2.62823, 1.00480], [-3.28121, 1.76325, 1.39560], [-3.30083, 1.18566, 2.45020], [-4.28537, 1.57825, 0.52464], [-2.74741, 3.83313, 0.51209], [-3.36479, 4.03253, -0.49045], [-2.46506, 4.85410, 1.32166], [2.16978, 0.44087, 1.29621], [2.39598, 1.39539, 2.77355], [1.59447, -0.20106, 2.82041], [1.34311, 2.37142, 0.58164], [0.12629, 3.21262, 1.50113], [-1.21322, 2.73066, -1.16060], [-1.75888, 0.63824, -0.06506], [1.20522, 0.67332, -0.95393], [0.30166, 1.41693, -2.21934], [-1.95217, -1.69876, 0.28964], [-2.11293, -2.24282, -1.36317], [-1.17978, -3.22268, -0.19236], [2.97302, 1.55069, -0.95646], [3.87795, 0.84615, -1.30069], [3.93576, -0.46529, -1.05249], [5.03185, -1.01751, -1.80325], [5.91037, 0.19383, -2.00477], [4.95743, 1.27272, -1.98325], [5.51216, -1.82999, -1.24526], [4.64619, -1.41473, -2.74497], [6.61991, 0.33871, -1.18837], [6.45208, 0.17734, -2.94648], [3.05309, 4.76834, 5.20201], [2.34233, 5.30388, 4.42301], [1.76166, 4.69167, 3.35857], [0.81132, 5.59097, 2.79514], [1.31586, 6.94076, 3.25151], [1.98755, 6.61537, 4.47207], [0.78003, 5.49502, 1.71223], [-0.17618, 5.35926, 3.20013], [2.03847, 7.37387, 2.55694], [0.51825, 7.65833, 3.42482], [5.97459, -3.45264, -0.43637], [5.07575, -4.15757, -0.09074], [3.84865, -4.13195, -0.64235], [3.11164, -5.25226, -0.13303], [3.82043, -5.53602, 1.16884], [5.15273, -5.06857, 0.89752], [2.06551, -5.00037, 0.00238], [3.19314, -6.07739, -0.84395], [3.40847, -4.96555, 2.00182], [3.82585, -6.58997, 1.43061], [0.27187, -6.21043, 1.00878], [-0.57883, -6.51406, 0.23847], [-1.00017, -7.77926, 0.01788], [-2.17862, -7.71923, -0.79391], [-2.02483, -6.38385, -1.48703], [-1.25643, -5.63586, -0.53796], [-2.21321, -8.55681, -1.48518], [-3.05490, -7.75664, -0.14484], [-1.46014, -6.45679, -2.41805], [-2.97443, -5.89442, -1.68595], [-8.71841, 3.18689, -4.15077], [-7.83274, 3.24820, -3.36664], [-7.95012, 3.73947, -2.10766], [-6.74376, 3.43603, -1.39894], [-5.74122, 3.27930, -2.51823], [-6.56254, 2.83665, -3.60483], [-6.48822, 4.23653, -0.70994], [-6.88821, 2.51313, -0.83402], [-5.26927, 4.22417, -2.79162], [-4.96860, 2.55016, -2.29246]],
  "lowdin_charge": [-0.063, -0.195, -0.304, 1.038, -0.283, -0.075, -0.544, 0.028, 0.121, -0.087, -0.559, 0.167, 0.116, -0.569, 0.145, 0.130, 0.067, 0.095, 0.093, 0.085, 0.074, 0.067, 0.068, 0.048, 0.091, 0.084, 0.089, 0.062, 0.109, -0.564, 0.076, -0.098, -0.099, 0.072, 0.094, 0.141, 0.135, 0.132, 0.176, -0.564, 0.051, -0.142, -0.116, 0.062, 0.125, 0.133, 0.133, 0.133, 0.131, -0.562, 0.070, -0.108, -0.100, 0.074, 0.110, 0.137, 0.139, 0.135, 0.161, -0.564, 0.069, -0.111, -0.110, 0.045, 0.134, 0.135, 0.135, 0.135, 0.167, -0.574, 0.060, -0.123, -0.131, 0.060, 0.130, 0.131, 0.132, 0.120],
  "smiles": "COC[PH2](COC(C)=O)N(C(=O)F)C(=O)F.O=C1OCCO1.O=C1OCCO1.O=C1OCCO1.O=C1OCCO1.O=C1OCCO1",
  "e_tot_ha": -2958.13942,
  "orbital_gap_ev": 9.659,
  "charge": 0,
  "homo_energy_ev": -9.5
}


2.
{
  "formula": "C22H32F9O21PSSi2",
  "method": "ωB97M-V with the def2-TZVPD basis set",
  "symbols": ["C", "C", "C", "C", "C", "Si", "O", "Si", "C", "O", "C", "F", "F", "F", "P", "O", "O", "S", "O", "O", "F", "H", "H", "H", "H", "H", "H", "H", "H", "H", "H", "H", "H", "H", "H", "H", "H", "H", "C", "C", "O", "C", "O", "O", "F", "H", "H", "H", "C", "C", "O", "C", "O", "O", "F", "H", "H", "H", "C", "C", "O", "C", "O", "O", "F", "H", "H", "H", "C", "C", "O", "C", "O", "O", "F", "H", "H", "H", "C", "C", "O", "C", "O", "O", "F", "H", "H", "H"],
  "coordinates": [[-4.57497, -8.41431, -2.79360], [-3.51339, -7.28507, -2.36963], [-2.09508, -7.76069, -2.92701], [-3.94313, -5.80992, -2.78873], [-3.68205, -5.43933, -4.32882], [-2.60820, -3.84160, -4.44760], [-3.36748, -2.50981, -3.60268], [-2.37654, -1.09568, -3.61083], [-2.78959, 0.12345, -2.15469], [-1.70254, 0.13415, -1.15234], [-1.23134, 1.41732, -0.94185], [-0.28559, 1.37118, 0.10377], [-2.19267, 2.34052, -0.54470], [-0.53343, 1.92801, -2.05366], [-0.68107, -4.30684, -3.47662], [0.61375, -3.39006, -4.09462], [-0.76940, -4.25224, -1.77195], [-2.34830, -3.40437, -6.59790], [-2.63767, -4.71771, -7.28533], [-3.43651, -2.45467, -7.01693], [-0.82208, -2.83693, -6.96002], [-4.34922, -9.39396, -2.24632], [-4.41288, -8.60950, -3.91202], [-5.64556, -8.07744, -2.57877], [-3.43197, -7.28327, -1.22457], [-2.18711, -8.18805, -3.97808], [-1.26888, -6.99086, -2.85659], [-1.76669, -8.63479, -2.25979], [-5.07672, -5.74375, -2.62802], [-3.48942, -4.98355, -2.15248], [-3.23203, -6.29101, -4.94300], [-4.67955, -5.19976, -4.82057], [-2.53679, -0.36774, -4.88813], [-0.93414, -1.36804, -3.48957], [-2.90362, 1.15445, -2.60878], [-3.71205, -0.24745, -1.61191], [1.27339, -3.34596, -3.36542], [-1.21016, -5.09599, -1.51912], [0.24410, 3.96206, 1.61370], [0.20225, 5.45631, 1.56629], [0.38991, 5.82573, 2.91822], [1.13666, 4.82898, 3.46822], [1.71434, 4.92063, 4.51015], [1.15101, 3.71896, 2.68338], [-1.01556, 5.89839, 1.16099], [-0.72680, 3.52073, 1.85320], [0.60715, 3.52559, 0.68401], [0.98352, 5.90929, 0.94977], [3.06629, 5.89634, 6.92265], [3.09527, 5.29338, 8.29163], [4.12661, 6.01118, 8.93830], [4.14174, 7.24094, 8.34838], [4.69012, 8.19582, 8.80443], [3.44633, 7.24422, 7.17769], [3.44615, 3.98163, 8.24075], [3.79005, 5.43681, 6.24470], [2.08006, 5.84646, 6.46660], [2.16309, 5.40465, 8.85237], [-3.01837, 6.91142, -0.62504], [-3.78174, 8.16143, -0.93342], [-3.58975, 8.31899, -2.32523], [-3.42571, 7.05849, -2.81770], [-3.50636, 6.77404, -3.97194], [-3.16500, 6.16204, -1.82542], [-3.24381, 9.23124, -0.29850], [-1.95939, 7.09999, -0.44280], [-3.43018, 6.37104, 0.22760], [-4.85159, 8.10175, -0.71444], [5.68182, -3.80404, -3.78284], [5.52407, -2.69641, -2.78871], [4.15363, -2.76766, -2.44573], [3.80473, -4.07439, -2.60275], [2.80957, -4.56172, -2.15522], [4.73127, -4.75891, -3.32520], [5.76599, -1.49146, -3.35742], [5.42637, -3.49592, -4.80017], [6.68875, -4.22208, -3.78533], [6.13419, -2.80885, -1.88826], [3.66944, 0.72979, 7.41939], [4.66574, 0.54730, 6.31771], [4.49416, -0.80759, 5.95154], [3.19158, -1.09973, 6.22804], [2.61549, -2.05515, 5.80869], [2.62741, -0.16036, 7.03702], [5.93194, 0.71596, 6.77094], [4.06168, 0.43173, 8.39545], [3.30556, 1.75472, 7.48592], [4.49689, 1.18753, 5.44724]],
  "lowdin_charge": [-0.094, -0.409, -0.113, -0.221, -0.252, 0.369, -0.412, 0.626, -0.228, -0.051, -0.544, 0.086, 0.109, 0.098, 0.769, -0.350, -0.320, 0.655, -0.363, -0.356, -0.248, 0.086, 0.083, 0.081, 0.133, 0.082, 0.027, 0.089, 0.118, 0.087, 0.090, 0.099, -0.006, -0.008, 0.102, 0.109, 0.030, 0.039, -0.068, -0.301, 0.151, -0.513, 0.157, 0.091, 0.065, 0.148, 0.134, 0.181, -0.079, -0.312, 0.139, -0.536, 0.175, 0.081, 0.062, 0.146, 0.117, 0.177, -0.082, -0.320, 0.141, -0.536, 0.177, 0.075, 0.078, 0.129, 0.140, 0.176, -0.062, -0.320, 0.141, -0.531, 0.160, 0.085, 0.081, 0.150, 0.145, 0.178, -0.066, -0.322, 0.138, -0.538, 0.174, 0.076, 0.076, 0.151, 0.121, 0.176],
  "e_tot_ha": -4654.94032,
  "orbital_gap_ev": 7.994,
  "charge": 0,
  "homo_energy_ev": -8.2
}


3.
{
  "formula": "C22H32LiN3O2S6Se",
  "method": "ωB97M-V with the def2-TZVPD basis set",
  "symbols": ["Li", "S", "S", "S", "S", "O", "N", "C", "C", "C", "C", "C", "S", "H", "H", "H", "H", "C", "S", "C", "O", "H", "H", "H", "H", "H", "H", "C", "C", "C", "C", "N", "C", "Se", "N", "C", "C", "C", "C", "C", "C", "C", "C", "C", "C", "H", "H", "H", "H", "H", "H", "H", "H", "H", "H", "H", "H", "H", "H", "H", "H", "H", "H", "H", "H", "H", "H"],
  "coordinates": [[-1.37898, -1.41205, 2.12606], [-2.94785, -0.19097, 3.60322], [-1.93864, 1.56480, 4.08415], [-0.24057, 1.23277, 5.19351], [1.31236, 0.62378, 3.95601], [-0.54111, -1.64766, 0.46636], [0.54505, -2.39554, 0.43192], [1.53401, -2.09454, 1.30321], [2.71389, -2.78679, 1.34794], [2.88907, -3.84477, 0.45383], [1.88161, -4.14325, -0.42522], [0.66348, -3.42262, -0.47843], [-0.55994, -3.79209, -1.59914], [1.29959, -1.27620, 1.97355], [3.46474, -2.49349, 2.06858], [3.80508, -4.42526, 0.44993], [1.97482, -4.95361, -1.13439], [-1.00825, -2.34060, 5.64518], [-0.35847, -3.46752, 4.41969], [1.37319, -3.09370, 4.68236], [-0.69785, -2.91108, 3.07264], [-0.88207, -2.80038, 6.62750], [-2.06149, -2.18721, 5.40808], [-0.50894, -1.37292, 5.57608], [1.60805, -3.26515, 5.73424], [1.51681, -2.03661, 4.42884], [1.96204, -3.74912, 4.04389], [-1.04041, 4.38000, -1.06628], [-1.29800, 4.33670, 0.43818], [-0.42313, 3.34256, 1.20275], [-0.81493, 1.88112, 1.05291], [-0.50565, 1.30495, -0.25187], [-1.41259, 0.83353, -1.14334], [-3.22596, 1.04385, -1.02954], [-0.72179, 0.18199, -2.11948], [-1.31017, -0.59338, -3.19534], [-1.14790, 0.09231, -4.54587], [-1.83285, 1.45097, -4.62560], [-1.72220, 2.07588, -6.01024], [0.62485, 0.16888, -1.80120], [1.71196, -0.43291, -2.41003], [2.94865, -0.27051, -1.79657], [3.08456, 0.46103, -0.61620], [1.98935, 1.05230, 0.00116], [0.76155, 0.89707, -0.62002], [-1.58666, 5.20266, -1.53521], [-1.36475, 3.45917, -1.55077], [0.02449, 4.52030, -1.27520], [-2.34883, 4.09249, 0.61730], [-1.13074, 5.33542, 0.85628], [-0.48059, 3.54948, 2.27410], [0.62609, 3.48353, 0.91793], [-1.88410, 1.74987, 1.21333], [-0.30324, 1.28124, 1.80968], [-2.36204, -0.72487, -2.94324], [-0.84331, -1.57995, -3.17222], [-1.55471, -0.57450, -5.31474], [-0.08141, 0.20870, -4.77302], [-1.39131, 2.11969, -3.88188], [-2.88004, 1.34497, -4.33278], [-0.67561, 2.20496, -6.29951], [-2.20125, 3.05612, -6.04978], [-2.19472, 1.44300, -6.76656], [1.59523, -1.04328, -3.29530], [3.81859, -0.75061, -2.22733], [4.05725, 0.53443, -0.14609], [2.07669, 1.56262, 0.95198]],
  "lowdin_charge": [0.449, -0.215, -0.227, -0.257, -0.196, -0.244, -0.214, -0.082, -0.097, -0.113, -0.138, -0.747, 0.498, 0.057, 0.100, 0.088, 0.078, -0.297, 0.836, -0.279, -0.630, 0.048, 0.004, -0.017, 0.051, -0.023, 0.037, -0.120, -0.254, -0.188, -0.221, -0.013, -0.724, 0.619, -0.012, -0.182, -0.194, -0.275, -0.128, -0.155, -0.013, -0.104, -0.102, -0.007, -0.154, 0.061, 0.027, 0.069, 0.102, 0.095, 0.098, 0.104, 0.043, 0.036, 0.080, 0.055, 0.113, 0.105, 0.099, 0.094, 0.066, 0.061, 0.063, 0.108, 0.091, 0.095, 0.093],
  "e_tot_ha": -5970.50855,
  "orbital_gap_ev": 5.259,
  "charge": -2,
  "homo_energy_ev": -1.1
}


4.
{
  "formula": "C22H32N4O2",
  "method": "ωB97M-V with the def2-TZVPD basis set",
  "symbols": ["C", "O", "C", "C", "C", "C", "N", "C", "C", "N", "C", "C", "N", "C", "C", "N", "C", "C", "C", "C", "C", "C", "C", "C", "O", "C", "C", "C", "H", "H", "H", "H", "H", "H", "H", "H", "H", "H", "H", "H", "H", "H", "H", "H", "H", "H", "H", "H", "H", "H", "H", "H", "H", "H", "H", "H", "H", "H", "H", "H"],
  "coordinates": [[-2.02898, -3.35519, -2.53001], [-2.72693, -2.19598, -2.12486], [-2.55360, -1.76050, -0.85192], [-1.94463, -2.49360, 0.16138], [-1.73546, -1.91744, 1.40218], [-2.12423, -0.60838, 1.65149], [-1.78033, -0.00378, 2.87354], [-1.95876, -0.54931, 4.11810], [-1.38588, 0.31735, 4.99955], [-0.83898, 1.36512, 4.32803], [-1.08479, 1.15730, 3.06115], [-0.65058, 2.05711, 1.95356], [0.01695, 1.30599, 0.90096], [-0.08566, 1.91796, -0.40538], [0.46402, 0.94342, -1.45332], [1.79930, 0.43640, -1.18880], [2.91767, 1.03108, -1.89558], [2.88766, 0.66221, -3.39757], [3.42066, 1.89280, -4.12623], [2.86976, 3.05115, -3.30019], [3.06098, 2.57761, -1.86020], [2.00532, 0.05156, 0.20082], [1.40935, -1.33903, 0.46767], [1.90091, -2.40604, -0.51184], [1.32971, -2.27680, -1.78964], [1.41290, 1.05864, 1.20152], [-2.82205, 0.08996, 0.67094], [-3.03160, -0.47860, -0.56536], [-0.95628, -3.25728, -2.33508], [-2.19796, -3.43780, -3.60226], [-2.41818, -4.25151, -2.03699], [-1.59900, -3.49934, -0.01297], [-1.22858, -2.47889, 2.17318], [-2.48619, -1.47026, 4.26006], [-1.32681, 0.25761, 6.06755], [-1.52518, 2.55423, 1.52312], [-0.00801, 2.83627, 2.39258], [-1.13862, 2.10185, -0.63216], [0.44552, 2.88687, -0.44237], [0.45254, 1.42850, -2.42928], [-0.22519, 0.09087, -1.48540], [3.81565, 0.59004, -1.45212], [3.47698, -0.23023, -3.60163], [1.86285, 0.46265, -3.71124], [3.10448, 1.92903, -5.16772], [4.51143, 1.90495, -4.09596], [3.38395, 3.99074, -3.49871], [1.80931, 3.19043, -3.51883], [2.34873, 3.03555, -1.17891], [4.06241, 2.84027, -1.51637], [3.08597, -0.00157, 0.37763], [0.32618, -1.26978, 0.40233], [1.67558, -1.63996, 1.48170], [1.61582, -3.39934, -0.15355], [2.99922, -2.36894, -0.58138], [1.49481, -1.35821, -2.05718], [1.48448, 0.65006, 2.21146], [1.99772, 1.99800, 1.17101], [-3.19259, 1.08125, 0.87921], [-3.54924, 0.05970, -1.34363]],
  "lowdin_charge": [-0.075, -0.079, -0.282, -0.015, -0.024, -0.212, 0.020, -0.062, -0.146, 0.103, -0.301, -0.111, -0.159, -0.162, -0.125, -0.122, -0.284, -0.141, -0.193, -0.194, -0.130, -0.270, -0.125, -0.247, -0.085, -0.124, -0.014, 0.003, 0.081, 0.094, 0.093, 0.112, 0.123, 0.114, 0.091, 0.118, 0.131, 0.117, 0.115, 0.120, 0.119, 0.141, 0.113, 0.109, 0.107, 0.112, 0.106, 0.107, 0.085, 0.113, 0.147, 0.082, 0.124, 0.114, 0.117, 0.051, 0.131, 0.129, 0.119, 0.122],
  "smiles": "COc1ccc(-n2ccnc2CN2CCN(C3CCCC3)[C@H](CCO)C2)cc1",
  "e_tot_ha": -1227.00236,
  "orbital_gap_ev": 8.902,
  "e_above_lowest_kcal_mol": 45.4,
  "charge": 0,
  "homo_energy_ev": -8.1
}